Entry 1:
Below is a cluster of 2 separate species, C5H14 in total at a distorted geometry, with properties calculated with ωB97M-V with the def2-TZVPD basis set.

Summary:
SMILES = CCC.CC
LUMO energy = 0.0422 Eh
Energy above the lowest of the compared OMol25 structures with the same formula, charge and spin = 40.6 kcal/mol
Highest occupied orbital energy = -11.035 eV
Orbital gap = 12.183 eV

Last column: Mulliken charge in e.
CARTESIAN COORDINATES (ANGSTROEM)
C -1.517157 -1.440249 0.196805  -1.03
C -0.415070 -2.020366 1.057638  -0.05
C 0.641624 -2.444413 0.016680  -1.20
H -1.187123 -1.484319 -0.811466  0.29
H -2.427591 -1.955581 0.291480  0.38
H -1.816980 -0.329364 0.496794  0.19
H -0.055980 -1.270293 1.757253  0.26
H -0.916470 -3.034176 1.553994  0.21
H 1.139132 -1.517954 -0.408536  0.28
H 1.433204 -2.917942 0.607467  0.37
H 0.338886 -3.351760 -0.687175  0.29
C 0.509281 3.384266 -0.937675  -0.86
C 0.732580 2.062341 -0.035009  -0.56
H -0.099068 4.057349 -0.375999  0.25
H 1.397036 3.908570 -1.236929  0.28
H -0.035162 2.976217 -1.757184  0.27
H 1.811581 1.789171 -0.008033  0.27
H 0.094215 1.329139 -0.670807  0.05
H 0.373065 2.259365 0.950701  0.31

Atomic forces in eV per Å
C -0.85 3.40 1.43
C -1.71 -2.85 -0.83
C 1.44 -1.43 0.95
H -0.17 0.40 -1.02
H -1.22 -0.86 -0.01
H 0.83 -2.09 -0.80
H 0.23 -0.51 0.30
H 1.77 2.71 -0.64
H -0.91 -1.30 -0.24
H 0.38 0.00 -0.18
H 0.21 2.55 1.01
C 0.35 -1.74 1.54
C -0.02 0.53 -3.04
H -0.56 0.59 0.15
H 0.47 0.00 -0.21
H -0.31 0.57 -1.01
H -0.90 -0.12 -0.03
H 1.31 0.50 1.99
H -0.34 -0.36 0.61

Entry 2:
Below is a structure of composition C44H46FIIrNOP, with properties calculated with ωB97M-V with the def2-TZVPD basis set.

Summary:
Charge = +2
Spin multiplicity = 6
LUMO energy (alpha / beta) = -0.2475 / -0.3508 Eh
Energy above the lowest of the compared OMol25 structures with the same formula, charge and spin = 0.0 kcal/mol
Highest occupied orbital energy (alpha / beta) = -12.689 / -13.186 eV
Orbital gap (alpha / beta) = 5.954 / 3.639 eV

Last column: Mulliken charge in e.
CARTESIAN COORDINATES (ANGSTROEM)
Ir -0.144542 0.420030 -0.034602  2.42
C -3.945300 1.265586 1.689924  -1.25
C -3.866032 -0.263329 1.678169  1.08
C -5.015358 -0.863270 2.486722  -1.65
C -3.825229 -0.779084 0.250713  0.55
C -4.984930 -0.795470 -0.515629  -0.51
C -4.961981 -1.204250 -1.839128  -1.61
C -3.772419 -1.597540 -2.428827  -0.67
C -2.582940 -1.600883 -1.710736  0.39
C -1.293007 -2.087990 -2.339167  2.66
C -1.145779 -1.664452 -3.797975  -1.86
C -1.167289 -3.607004 -2.187407  -1.55
C -2.641407 -1.202858 -0.369126  -0.38
N -1.418757 -1.250704 0.389812  0.47
C -1.291558 -2.284600 1.256871  0.85
C -2.313690 -3.254475 1.441564  -0.64
C -2.168092 -4.291988 2.330991  -1.06
C -0.989972 -4.436682 3.062595  -0.65
C 0.050813 -3.530438 2.890572  -0.87
C -0.111850 -2.493308 2.010101  0.01
F 0.925107 -1.640756 1.846680  0.35
H -3.946468 1.643559 2.714278  0.42
H -4.858446 1.613308 1.204018  0.34
H -3.102835 1.707966 1.152065  0.02
H -2.934167 -0.544695 2.177444  0.04
H -5.982460 -0.511260 2.127947  0.39
H -4.933569 -0.569110 3.533472  0.43
H -5.020014 -1.953058 2.440057  0.37
H -5.919417 -0.477631 -0.073735  0.41
H -5.877247 -1.212987 -2.415693  0.40
H -3.769882 -1.908562 -3.464794  0.39
H -0.458113 -1.635405 -1.791177  -1.43
H -1.837459 -2.201299 -4.447858  0.49
H -0.137722 -1.888321 -4.149156  0.44
H -1.319108 -0.594193 -3.915626  0.27
H -1.958178 -4.112969 -2.743481  0.38
H -1.246294 -3.918455 -1.143841  0.34
H -0.209418 -3.954670 -2.577511  0.41
H -3.218200 -3.164894 0.854778  0.66
H -2.968084 -5.008653 2.451195  0.51
H -0.873324 -5.261343 3.751772  0.44
H 0.989893 -3.636927 3.416565  0.55
I -0.206393 1.631518 2.452351  0.33
C 1.399929 0.658834 3.344320  0.10
C 1.093712 0.211554 4.638538  -0.64
C 2.068508 -0.267687 5.485796  -1.13
C 3.396032 -0.248886 5.065643  -0.59
C 3.734863 0.183166 3.780014  0.47
C 5.102552 0.248510 3.451072  -0.72
C 5.510849 0.690958 2.205422  -1.31
C 4.546579 0.972224 1.261523  -0.68
C 3.163074 0.845264 1.506063  0.69
P 2.166332 0.845829 -0.071114  0.42
C 2.500453 2.519460 -0.667800  1.13
C 2.636237 3.572500 0.238269  -0.86
C 2.782363 4.871589 -0.221269  -0.75
C 2.796609 5.125795 -1.585906  -0.75
C 2.654084 4.082662 -2.490627  -0.72
C 2.499251 2.782075 -2.037072  -0.65
C 3.104807 -0.317550 -1.092171  0.86
C 4.207387 0.042782 -1.870021  -0.13
C 4.860548 -0.913775 -2.629332  -0.95
C 4.425545 -2.232383 -2.614490  -0.67
C 3.326678 -2.596582 -1.849878  -0.87
C 2.660811 -1.641680 -1.098347  -0.62
C 2.726600 0.570594 2.826126  1.14
H 0.070420 0.270328 4.983978  0.52
H 1.811623 -0.610864 6.478422  0.48
H 4.182010 -0.566528 5.738721  0.49
H 5.831794 -0.027876 4.202043  0.50
H 6.561031 0.785926 1.968555  0.48
H 4.860820 1.268714 0.270762  0.38
H 2.620184 3.389816 1.307437  0.32
H 2.885706 5.684458 0.484427  0.47
H 2.916628 6.138797 -1.944908  0.44
H 2.657465 4.282308 -3.553758  0.49
H 2.361254 1.977762 -2.749617  0.60
H 4.545354 1.070679 -1.908729  0.42
H 5.705504 -0.628241 -3.240978  0.47
H 4.936639 -2.974215 -3.213105  0.44
H 2.980284 -3.621203 -1.849418  0.48
H 1.785567 -1.919944 -0.525198  0.19
C -3.026495 2.199285 -2.021422  -1.42
C -1.523936 2.443187 -2.003300  1.52
C -1.018848 2.778202 -3.401469  -1.52
C -1.135897 3.528890 -1.008486  -1.43
O -0.888578 1.207556 -1.622983  -0.45
H -3.551035 3.123651 -2.266442  0.55
H -3.378388 1.847806 -1.051577  0.11
H -3.280984 1.448928 -2.768423  0.33
H -1.534063 3.662545 -3.777469  0.43
H -1.217175 1.951803 -4.084117  0.30
H 0.050868 2.982444 -3.397306  0.20
H -1.502698 4.498455 -1.345179  0.54
H -0.048274 3.590318 -0.915423  0.16
H -1.569469 3.333302 -0.024983  0.13

Atomic forces in eV per Å
Ir 0.12 -0.28 -0.41
C 0.01 -0.01 0.03
C 0.07 -0.02 0.04
C -0.02 -0.03 0.02
C 0.04 0.03 -0.09
C 0.04 0.05 -0.07
C -0.04 0.02 0.02
C 0.03 0.01 -0.01
C -0.07 0.04 0.05
C 0.06 0.02 0.03
C 0.01 0.01 0.01
C 0.00 0.00 -0.01
C -0.05 0.06 -0.06
N 0.05 0.17 0.25
C 0.07 -0.08 -0.11
C -0.08 -0.07 -0.01
C 0.01 0.01 -0.02
C -0.01 -0.02 0.02
C 0.00 0.02 -0.04
C -0.01 -0.02 0.07
F 0.01 0.04 -0.06
H 0.00 0.00 0.00
H 0.00 0.00 -0.01
H 0.03 0.04 -0.02
H -0.01 0.00 -0.02
H -0.01 0.00 -0.01
H 0.00 0.01 0.01
H 0.02 0.00 0.00
H -0.03 0.01 0.01
H -0.01 0.00 0.00
H -0.01 -0.01 0.00
H -0.03 0.01 0.00
H -0.01 0.00 0.00
H 0.01 -0.01 -0.01
H 0.01 0.00 0.01
H -0.02 0.00 0.00
H 0.02 -0.01 0.01
H 0.01 0.00 -0.01
H 0.05 -0.02 0.05
H -0.01 -0.01 0.00
H 0.00 0.00 0.00
H 0.00 0.01 0.01
I -0.12 0.08 0.08
C 0.06 0.00 0.05
C 0.02 0.00 0.05
C -0.07 0.01 -0.01
C -0.01 0.02 -0.02
C -0.04 0.03 -0.03
C -0.01 -0.03 0.01
C 0.00 0.03 -0.04
C 0.03 -0.01 -0.02
C -0.03 -0.02 0.06
P -0.14 0.06 0.04
C 0.09 0.01 0.02
C -0.02 -0.03 0.00
C 0.00 0.01 -0.02
C 0.00 0.01 0.02
C -0.01 -0.02 -0.01
C -0.07 -0.01 -0.02
C -0.08 -0.03 -0.03
C 0.02 0.00 0.01
C 0.00 0.03 0.00
C 0.00 -0.02 -0.02
C -0.01 0.00 -0.01
C 0.04 0.01 -0.02
C 0.04 -0.02 0.08
H 0.00 0.00 0.01
H -0.02 0.01 0.00
H 0.02 0.00 -0.01
H 0.00 0.00 0.01
H 0.00 0.00 -0.02
H 0.03 0.01 0.00
H 0.01 -0.01 0.01
H 0.01 0.01 0.01
H 0.00 0.01 0.00
H 0.00 0.00 -0.01
H 0.01 -0.01 0.00
H 0.00 0.01 0.00
H 0.00 0.00 0.00
H 0.01 -0.01 0.00
H -0.01 -0.01 0.00
H -0.02 -0.01 0.03
C 0.01 0.06 0.00
C 0.04 -0.09 0.11
C -0.05 0.00 0.01
C 0.01 0.03 -0.07
O 0.06 -0.03 0.03
H -0.02 0.00 -0.01
H 0.02 0.01 0.01
H 0.00 -0.04 -0.02
H 0.00 0.01 -0.01
H 0.00 -0.01 0.02
H 0.03 -0.01 0.04
H -0.03 0.02 0.01
H -0.04 0.01 -0.01
H -0.04 -0.03 0.04